Formula: C11H19AgF2NO8
Source: OMol25
Level of theory: the ωB97M-V functional and the def2-TZVPD basis

Last column: Mulliken charge in e.
Geometry (Å):
Ag1 -10.062 -18.137 6.082  1.138
F1 -10.571 -16.886 8.004  -0.858
F2 -7.840 -17.834 7.011  -0.738
C1 -11.763 -21.460 6.602  -0.943
C2 -10.470 -21.196 7.485  0.623
C3 -9.598 -22.434 7.639  -1.428
O1 -9.653 -20.120 7.177  -0.620
H1 -12.200 -20.460 6.604  0.045
H2 -12.397 -22.207 7.082  0.454
H3 -11.652 -21.700 5.542  0.147
H4 -10.848 -21.076 8.511  0.183
H5 -8.931 -22.602 6.790  0.268
H6 -10.280 -23.274 7.806  0.312
H7 -8.911 -22.454 8.486  0.367
N1 -9.141 -15.254 4.864  0.859
O2 -9.251 -14.428 3.934  -0.701
O3 -9.916 -16.222 4.871  -0.422
O4 -8.234 -15.096 5.671  -0.575
O5 -9.684 -19.432 4.241  -0.378
C4 -9.053 -20.179 3.542  0.278
O6 -8.444 -19.769 2.444  -0.321
C5 -8.175 -20.852 1.598  -0.453
C6 -8.004 -22.054 2.519  -0.502
C7 -9.016 -21.681 3.648  0.357
H8 -7.238 -20.607 1.094  0.264
H9 -8.949 -20.868 0.828  0.263
H10 -7.001 -22.215 2.910  0.324
H11 -8.380 -22.955 2.032  0.281
H12 -8.815 -22.079 4.639  -0.286
H13 -9.996 -21.979 3.269  0.190
O7 -12.146 -17.880 5.158  -0.401
C8 -13.222 -17.398 5.274  0.357
O8 -14.198 -18.012 6.006  -0.324
C9 -15.487 -17.597 5.717  -0.419
C10 -15.298 -16.262 4.954  -0.626
C11 -13.899 -16.265 4.534  -0.391
H14 -15.860 -17.221 6.670  0.278
H15 -16.035 -18.382 5.197  0.298
H16 -15.325 -15.501 5.735  0.244
H17 -16.050 -16.040 4.197  0.327
H18 -13.577 -15.267 4.833  0.220
H19 -13.792 -16.267 3.449  0.306

Results
Expectation value of S²: 0.76
Highest occupied orbital energy (alpha / beta) (eV): -1.02 / -0.28
Total charge: -2
ΔE to the lowest compared entry with this formula, charge and spin (kJ/mol): 333.0
Multiplicity: 2
HOMO-LUMO gap (alpha / beta) (eV): 5.46 / 4.72


Formula: C18H21ClFN7O
Source: OMol25
Level of theory: the ωB97M-V functional and the def2-TZVPD basis

Last column: Mulliken charge in e.
Geometry (Å):
C1 1.397 -1.002 2.479  -1.252
C2 0.522 -0.862 1.276  0.121
N1 1.006 -0.152 0.272  -0.319
C3 0.165 -0.072 -0.760  0.559
N2 0.294 0.550 -1.954  0.837
N3 -0.821 0.353 -2.676  -1.199
N4 -1.658 -0.347 -2.024  -0.391
C4 -1.115 -0.657 -0.818  1.231
C5 -1.524 -1.376 0.327  -0.295
N5 -0.668 -1.460 1.344  -0.410
N6 -2.706 -2.012 0.378  -0.163
H1 -3.339 -1.796 -0.379  0.286
C6 -3.291 -2.426 1.626  -0.859
H2 -3.847 -3.355 1.477  0.378
C7 -4.239 -1.342 2.169  -0.890
N7 -3.594 -0.045 2.140  0.468
C8 -4.522 1.070 2.086  -0.618
C9 -3.723 2.356 1.869  -0.612
H3 -4.382 3.226 1.865  0.374
O1 -2.797 2.564 2.907  -0.435
C10 -1.910 1.474 2.999  -0.521
C11 -2.654 0.159 3.229  -0.877
H4 -1.931 -0.657 3.235  0.484
H5 -3.173 0.197 4.204  0.352
H6 -1.243 1.692 3.834  0.336
H7 -1.320 1.393 2.073  0.250
H8 -3.197 2.288 0.905  0.278
H9 -5.210 0.927 1.250  0.413
H10 -5.107 1.160 3.019  0.310
H11 -5.117 -1.290 1.519  0.477
H12 -4.577 -1.627 3.179  0.299
H13 -2.465 -2.605 2.315  0.383
C12 1.418 1.293 -2.460  -1.077
C13 2.689 0.786 -1.840  -0.221
C14 3.471 1.599 -1.029  0.790
C15 4.619 1.150 -0.404  -0.680
C16 5.006 -0.165 -0.585  -0.420
C17 4.258 -1.008 -1.388  -0.736
C18 3.114 -0.531 -2.006  0.927
Cl1 2.190 -1.601 -2.998  -0.189
H14 4.554 -2.034 -1.534  0.444
H15 5.894 -0.537 -0.099  0.387
H16 5.183 1.827 0.218  0.452
F1 3.101 2.881 -0.849  -0.348
H17 1.287 2.356 -2.232  0.392
H18 1.426 1.163 -3.548  0.382
H19 1.412 -2.037 2.808  0.354
H20 0.996 -0.395 3.289  0.188
H21 2.400 -0.664 2.239  0.361

Results
Highest occupied orbital energy (eV): -8.57
Total charge: 0
Structure (SMILES): Cc1nc(NCCN2CCOCC2)c2nnn(Cc3c(F)cccc3Cl)c2n1
ΔE to the lowest compared entry with this formula, charge and spin (kJ/mol): 2.7
HOMO-LUMO gap (eV): 9.39


Formula: C3H7N2O
Source: OMol25
Level of theory: the ωB97M-V functional and the def2-TZVPD basis

Last column: Mulliken charge in e.
Geometry (Å):
C1 0.789 -0.810 -0.370  -0.035
C2 0.709 1.473 -0.504  -0.279
C3 -1.564 -0.932 0.909  -0.697
N1 -0.365 -0.302 0.485  0.187
N2 1.420 0.234 -0.815  -0.051
O1 -0.355 1.088 0.350  -0.253
H1 1.000 -1.853 -0.469  0.411
H2 1.348 2.194 0.022  0.290
H3 0.314 1.921 -1.433  0.282
H4 -1.943 -0.345 1.747  0.285
H5 -2.323 -0.954 0.122  0.317
H6 -1.345 -1.945 1.244  0.314
H7 2.315 0.231 -1.287  0.230

Results
Highest occupied orbital energy (eV): -13.70
Total charge: +1
Structure (SMILES): CN1C=[NH+]CO1
ΔE to the lowest compared entry with this formula, charge and spin (kJ/mol): 348.0
HOMO-LUMO gap (eV): 9.06


Formula: C10H18MgO12S
Source: OMol25
Level of theory: the ωB97M-V functional and the def2-TZVPD basis

Last column: Mulliken charge in e.
Geometry (Å):
Mg1 -13.903 -9.005 9.799  1.641
S1 -11.833 -7.034 8.622  1.134
O1 -10.658 -7.791 9.110  -0.761
O2 -13.083 -7.439 9.352  -0.431
O3 -11.655 -5.583 8.670  -0.760
O4 -12.036 -7.542 7.256  -0.781
C1 -13.067 -11.708 8.572  -0.658
O5 -12.730 -10.422 8.936  -0.723
H1 -14.131 -11.797 8.265  0.072
H2 -12.529 -12.052 7.669  0.210
H3 -12.897 -12.468 9.356  0.161
C2 -16.672 -8.786 11.454  -0.868
O6 -15.443 -9.127 10.970  -0.730
H4 -16.717 -8.165 12.365  0.229
H5 -17.234 -8.240 10.669  0.177
H6 -17.309 -9.673 11.647  0.246
C3 -18.313 -9.391 5.013  -1.453
C4 -17.347 -10.179 5.888  0.427
C5 -16.016 -10.572 5.245  -0.482
O7 -15.038 -10.160 6.169  -0.261
C6 -15.606 -9.401 7.135  0.405
O8 -15.008 -8.867 7.991  -0.289
O9 -16.943 -9.293 6.934  -0.343
H7 -19.288 -9.422 5.503  0.352
H8 -18.421 -9.789 4.002  0.369
H9 -18.016 -8.348 4.924  0.359
H10 -17.799 -11.071 6.330  0.288
H11 -15.893 -9.987 4.324  0.272
H12 -15.891 -11.620 4.976  0.307
C7 -10.103 -10.132 15.066  -1.416
C8 -9.992 -10.082 13.558  0.388
C9 -10.405 -11.357 12.827  -0.464
O10 -11.597 -11.012 12.162  -0.342
C10 -11.798 -9.664 12.231  0.485
O11 -12.547 -9.087 11.545  -0.354
O12 -11.012 -9.132 13.182  -0.379
H13 -11.082 -10.523 15.355  0.350
H14 -10.051 -9.143 15.515  0.345
H15 -9.358 -10.814 15.490  0.365
H16 -9.046 -9.650 13.228  0.353
H17 -10.622 -12.136 13.569  0.277
H18 -9.640 -11.809 12.194  0.280

Results
Highest occupied orbital energy (eV): 0.25
Total charge: -2
ΔE to the lowest compared entry with this formula, charge and spin (kJ/mol): 0.0
HOMO-LUMO gap (eV): 4.02


Formula: C21H36N2O5
Source: OMol25
Level of theory: the ωB97M-V functional and the def2-TZVPD basis

Last column: Mulliken charge in e.
Geometry (Å):
C1 0.583 -1.031 3.485  -0.506
O1 -0.454 -0.004 3.285  -0.292
C2 -0.289 0.706 2.002  -0.375
C3 -0.826 -0.239 0.771  -0.714
C4 0.084 -0.125 -0.611  0.361
C5 0.594 -1.634 -1.008  -0.611
C6 1.997 -1.676 -1.867  0.287
C7 2.193 -2.545 -3.283  0.357
N1 1.057 -3.379 -3.878  -0.551
C8 3.681 -2.527 -4.028  -0.460
C9 4.984 -1.667 -3.480  -0.497
C10 4.775 -0.816 -2.095  0.027
C11 3.321 -0.867 -1.339  0.220
C12 3.607 0.060 -0.018  0.086
O2 2.986 -0.078 1.156  -0.466
N2 4.729 1.001 -0.461  -0.344
C13 5.770 0.152 -1.222  0.271
O3 7.103 0.215 -1.115  -0.525
H1 1.606 -0.593 3.879  0.213
H2 0.192 -1.749 4.351  0.237
H3 0.759 -1.728 2.554  0.145
H4 -1.019 1.645 2.053  0.260
H5 0.787 1.142 1.859  0.262
H6 -1.920 0.132 0.516  0.285
H7 -0.917 -1.362 1.133  0.350
H8 0.931 0.681 -0.544  0.253
H9 -0.668 0.250 -1.460  -0.246
H10 -0.241 -2.094 -1.724  0.273
H11 0.652 -2.346 -0.069  0.327
H12 1.483 -3.976 -4.642  0.300
H13 0.290 -2.772 -4.254  0.222
H14 3.832 -3.161 -5.005  0.169
H15 6.031 -1.652 -4.002  0.325
H16 4.421 1.861 -1.005  0.345
C14 0.899 2.670 -5.668  -1.172
C15 0.906 1.311 -4.988  -0.243
O4 -0.154 1.139 -4.050  -0.382
C16 -1.479 1.240 -4.567  -0.294
C17 -1.788 0.215 -5.645  -1.049
H17 0.955 3.472 -4.922  0.300
H18 1.751 2.761 -6.349  0.398
H19 -0.011 2.830 -6.250  0.288
H20 1.840 1.205 -4.427  0.303
H21 0.895 0.501 -5.723  0.288
H22 -1.669 2.258 -4.922  0.332
H23 -2.158 1.077 -3.721  0.339
H24 -1.143 0.334 -6.519  0.268
H25 -2.826 0.313 -5.977  0.403
H26 -1.637 -0.800 -5.263  0.215
C18 -4.750 1.366 8.013  -1.035
C19 -3.326 0.873 7.818  -0.294
O5 -3.246 -0.373 7.129  -0.433
C20 -3.787 -0.404 5.811  -0.475
C21 -3.118 0.572 4.859  -0.946
H27 -5.342 0.623 8.561  0.276
H28 -4.755 2.305 8.576  0.381
H29 -5.253 1.547 7.061  0.276
H30 -2.871 0.717 8.801  0.338
H31 -2.713 1.625 7.312  0.286
H32 -4.870 -0.245 5.844  0.297
H33 -3.637 -1.423 5.434  0.343
H34 -3.242 1.609 5.181  0.296
H35 -3.545 0.479 3.855  0.373
H36 -2.042 0.374 4.801  0.337

Results
Highest occupied orbital energy (eV): -8.70
Total charge: 0
Structure (SMILES): COCCCCc1c(N)ccc2c1C(=O)NC2=O.CCOCC.CCOCC
ΔE to the lowest compared entry with this formula, charge and spin (kJ/mol): 1377.3
HOMO-LUMO gap (eV): 7.53


Formula: C9H10ClO3P
Source: OMol25
Level of theory: the ωB97M-V functional and the def2-TZVPD basis

Last column: Mulliken charge in e.
Geometry (Å):
C1 3.263 -0.570 0.609  -0.566
C2 2.512 -1.719 0.284  -0.333
C3 2.545 0.572 0.849  -0.302
C4 1.140 -1.626 0.220  -0.512
C5 1.147 0.702 0.683  0.094
C6 0.520 -0.442 0.358  0.707
C7 0.531 2.043 0.846  -1.025
C8 -1.878 -0.913 -1.826  -1.340
C9 -1.734 -0.568 -0.385  0.408
O1 -3.010 0.887 1.498  -0.768
O2 -4.063 0.335 -0.805  -0.755
O3 -2.141 2.078 -0.655  -0.791
P1 -2.915 0.924 -0.006  0.745
Cl1 -2.337 -1.939 0.609  -0.306
H1 4.426 -0.700 0.562  0.187
H2 3.094 -2.554 0.065  0.415
H3 3.137 1.481 1.058  0.244
H4 0.621 -2.523 -0.031  0.367
H5 0.888 2.904 0.218  0.236
H6 -0.480 1.937 0.531  0.191
H7 0.628 2.535 1.841  0.251
H8 -3.017 -1.042 -1.992  0.311
H9 -1.331 -1.815 -2.023  0.390
H10 -1.548 0.013 -2.509  0.151

Results
Expectation value of S²: 2.01
Highest occupied orbital energy (alpha / beta) (eV): 1.34 / -0.37
Total charge: -2
ΔE to the lowest compared entry with this formula, charge and spin (kJ/mol): 123.5
Multiplicity: 3
HOMO-LUMO gap (alpha / beta) (eV): 4.16 / 5.76


Table of strongest force on any atom (eV/Å), in record order: 4.299 1.556 7.667 3.311 9.115 2.714